Computed, not measured: a structure of composition C37H42N4P2Ru at a distorted geometry, with ωB97M-V/def2-TZVPD.

Last column: Löwdin charge in e.
CARTESIAN COORDINATES (ANGSTROEM)
Ru: -0.147 0.156 0.088  1.25
C: 0.337 1.080 -1.944  -0.19
C: -0.394 1.934 -1.097  -0.26
C: -1.888 2.173 -1.244  -0.21
C: -2.790 1.237 -0.428  -0.20
C: -2.228 -0.136 -0.159  -0.28
C: -1.574 -0.920 -1.138  -0.21
C: -1.513 -0.551 -2.606  -0.17
C: -0.245 0.205 -3.016  -0.18
C: -0.076 -1.352 1.407  -0.25
H: 1.416 1.240 -2.044  0.12
H: 0.166 2.746 -0.614  0.11
H: -2.187 2.175 -2.305  0.11
H: -2.074 3.197 -0.883  0.11
H: -2.957 1.688 0.562  0.11
H: -3.780 1.189 -0.907  0.11
H: -2.634 -0.656 0.717  0.12
H: -1.444 -1.990 -0.935  0.11
H: -2.408 0.004 -2.924  0.12
H: -1.520 -1.487 -3.186  0.12
H: 0.539 -0.526 -3.273  0.11
H: -0.456 0.744 -3.955  0.13
H: 0.919 -1.815 1.481  0.00
H: -0.817 -2.140 1.209  0.02
H: -0.300 -0.907 2.393  0.02
P: -8.049 2.952 -0.275  1.06
P: -6.224 5.307 -0.932  1.04
N: -8.602 1.534 -1.114  -0.30
N: -9.513 2.992 0.834  -0.25
N: -5.744 5.198 -2.618  -0.28
N: -5.857 7.028 -0.768  -0.22
C: -8.721 4.174 -1.498  -0.38
C: -8.046 5.531 -1.282  -0.39
C: -7.671 0.560 -1.511  -0.16
C: -8.308 -0.326 -2.358  -0.09
C: -9.675 0.099 -2.488  -0.07
C: -9.832 1.245 -1.721  -0.12
C: -9.348 2.802 2.210  -0.16
C: -10.572 3.001 2.842  -0.09
C: -11.528 3.329 1.828  -0.07
C: -10.857 3.303 0.609  -0.16
C: -4.648 4.399 -2.973  -0.14
C: -4.545 4.384 -4.360  -0.06
C: -5.613 5.190 -4.875  -0.06
C: -6.324 5.682 -3.795  -0.16
C: -6.028 8.097 -1.660  0.03
C: -5.851 9.281 -0.958  0.04
C: -5.598 8.939 0.413  0.03
C: -5.621 7.560 0.513  0.00
H: -9.799 4.283 -1.347  0.06
H: -8.552 3.800 -2.521  0.10
H: -8.203 6.173 -2.155  0.06
H: -8.446 6.052 -0.398  0.09
H: -6.654 0.628 -1.142  0.08
H: -7.848 -1.171 -2.841  0.09
H: -10.441 -0.376 -3.079  0.10
H: -10.702 1.865 -1.545  0.09
H: -8.375 2.538 2.601  0.09
H: -10.760 2.921 3.902  0.09
H: -12.574 3.561 1.966  0.10
H: -11.248 3.477 -0.385  0.09
H: -4.058 3.935 -2.199  0.07
H: -3.795 3.864 -4.930  0.10
H: -5.832 5.386 -5.918  0.11
H: -7.180 6.345 -3.770  0.10
H: -6.254 7.925 -2.702  0.12
H: -5.897 10.274 -1.375  0.13
H: -5.425 9.627 1.224  0.13
H: -5.503 6.888 1.352  0.14
C: 4.750 -2.741 -0.894  -0.02
C: 3.383 -2.891 -1.164  -0.02
C: 2.462 -1.921 -0.791  -0.01
C: 2.863 -0.755 -0.106  -0.18
C: 1.966 0.273 0.348  -0.16
C: 2.454 1.420 0.948  -0.07
C: 3.850 1.568 1.175  -0.02
C: 4.743 0.587 0.787  0.03
C: 4.283 -0.584 0.141  -0.15
C: 5.199 -1.591 -0.252  0.03
H: 5.463 -3.510 -1.179  0.12
H: 3.032 -3.791 -1.671  0.12
H: 1.399 -2.042 -1.008  0.10
H: 1.765 2.209 1.249  0.10
H: 4.217 2.474 1.668  0.12
H: 5.819 0.693 0.970  0.14
H: 6.257 -1.451 -0.038  0.13

The relative energy (zero: lowest compared OMol25 entry of this formula, charge and spin) is 0.0000 eV. The HOMO energy (spin up / spin down) comes out at -11.75 / -11.75 eV. The energy is -66149.4149 eV. Its spin multiplicity is 5. As for the charge: +2.